1.
{
  "formula": "C36H36N8O4S2W",
  "method": "wB97M-V/def2-TZVPD",
  "species": ["W", "S", "S", "O", "O", "O", "O", "N", "N", "N", "N", "N", "N", "N", "N", "C", "C", "C", "C", "C", "C", "C", "C", "C", "C", "C", "C", "C", "C", "C", "C", "C", "C", "C", "C", "C", "C", "C", "C", "C", "C", "C", "C", "C", "C", "C", "C", "C", "C", "C", "C", "H", "H", "H", "H", "H", "H", "H", "H", "H", "H", "H", "H", "H", "H", "H", "H", "H", "H", "H", "H", "H", "H", "H", "H", "H", "H", "H", "H", "H", "H", "H", "H", "H", "H", "H", "H"],
  "xyz": [[0.39067, 0.24624, 0.44971], [3.48852, -0.25862, 1.11222], [4.88947, 1.82203, 2.37618], [1.46818, 0.92836, -1.20177], [-1.02051, -1.15291, 1.04850], [-2.65615, -2.00942, 3.26548], [2.03602, -0.85627, 0.79343], [0.24115, -1.43752, -1.17668], [0.11782, -3.39575, -2.01659], [1.17476, 2.12940, 1.16341], [0.75485, -1.42573, -2.42996], [0.68106, -2.59134, -2.94068], [-0.45734, 1.82982, -2.05777], [-0.97580, 1.49905, -0.80896], [2.34308, 2.15094, 1.90595], [-1.94178, 0.64729, -0.77782], [-2.23130, -0.63024, 1.30513], [0.81632, 1.56768, -2.11923], [-0.02855, 1.50630, 3.09230], [-4.63337, 0.70549, 1.85526], [3.60546, 1.89673, -4.61003], [0.37703, 0.24140, 2.69362], [3.18654, 5.91798, 0.88565], [0.39617, -0.75858, 3.65013], [-0.17210, -4.79645, -2.29694], [5.40629, 2.85255, 0.93746], [-3.90616, 1.04402, 0.72544], [0.01431, -0.47142, 4.95724], [-2.64916, -4.59788, -1.81109], [-0.50392, 1.80329, 4.35938], [-4.18968, -0.32815, 2.67398], [-0.97119, 3.30714, 1.46363], [1.02298, 2.85872, -4.25255], [-2.12127, -3.19920, 2.70246], [3.29843, 1.32289, 1.78187], [2.86459, 1.49687, -3.50814], [2.67953, 4.57813, -1.04330], [1.57398, 1.98046, -3.32438], [1.76647, 3.25727, -5.35171], [3.65045, 3.66323, -0.65714], [-2.71821, 0.37451, 0.46477], [-1.58791, -5.01618, -2.82687], [4.15385, 5.00450, 1.26656], [3.05874, 2.77924, -5.53091], [0.03630, 2.29503, 1.86307], [4.39053, 3.86642, 0.49914], [-3.01334, -1.01243, 2.40406], [2.44343, 5.70492, -0.27197], [-0.45848, 0.79609, 5.30950], [-1.80368, -4.32687, -4.17012], [-0.14119, -2.66493, -0.93911], [-0.58690, -3.00201, -0.02084], [3.26813, 0.80782, -2.77804], [-0.87249, 2.79145, 4.61100], [-2.63609, -3.45104, 1.76963], [2.10591, 4.40312, -1.94597], [-0.01821, -5.35286, -1.37229], [4.61035, 1.51923, -4.74918], [-0.80234, 4.15657, 2.13920], [0.01772, 3.22531, -4.09559], [-2.49944, -5.08413, -0.84418], [1.68523, 6.41823, -0.56989], [-2.29664, -3.98751, 3.43209], [3.81494, 2.77382, -1.25389], [-1.05482, -4.63106, -4.90234], [-5.54962, 1.22819, 2.09290], [-2.24051, 0.14797, -1.70356], [0.69923, -1.76543, 3.38235], [-0.78936, 0.99075, 6.32081], [-2.78942, -4.57401, -4.56471], [1.33767, 3.94595, -6.06825], [5.65969, 2.17680, 0.12326], [-3.64258, -4.86855, -2.16848], [-4.24402, 1.82321, 0.05332], [0.05623, -1.24878, 5.71018], [-4.75014, -0.62912, 3.54990], [3.63697, 3.09646, -6.38933], [-1.98805, 2.94966, 1.61583], [3.00706, 6.79763, 1.49102], [-2.64709, -3.51591, -1.65700], [4.71894, 5.15636, 2.17912], [-1.66704, -6.09827, -2.97311], [-1.74724, -3.24071, -4.07047], [-0.81571, 3.64948, 0.44549], [0.57126, -5.11600, -3.02480], [-1.05415, -3.10171, 2.50720], [6.31795, 3.33511, 1.29216]],
  "multiplicity": 3,
  "total_energy_ev": -81519.410,
  "e_above_lowest_kcal_mol": 98.4,
  "e_homo_ev": [-6.81, -7.41],
  "lumo_energy_ev": [0.0, -0.9],
  "s2": 2.02,
  "orbital_gap_ev": [6.86, 6.49]
}

=====

2.
{
  "formula": "C4H8NO3",
  "method": "wB97M-V/def2-TZVPD",
  "species": ["O", "O", "O", "N", "C", "C", "C", "C", "H", "H", "H", "H", "H", "H", "H", "H"],
  "xyz": [[-1.33351, 1.61788, -0.63457], [1.72363, -1.90529, 0.30952], [-0.23032, -2.45517, -0.76573], [1.51426, 0.77083, -0.55349], [0.67311, -1.71156, -0.31422], [0.41480, -0.19933, -0.81843], [-0.90022, 0.26923, 1.31066], [-0.86719, 0.29647, -0.23191], [-0.41903, -0.65443, 1.67488], [2.27052, 0.19247, -0.17130], [-1.67525, -0.36361, -0.55569], [-0.45584, 1.23989, 1.60217], [1.24599, 1.23999, 0.31351], [-1.89235, 0.16273, 1.74282], [0.49945, -0.51314, -1.87069], [-0.56807, 2.01303, -1.03753]],
  "total_energy_ev": -11911.616,
  "charge": -1,
  "smiles": "C[C@@H](O)[C@@H](N)C(=O)[O-]",
  "e_above_lowest_kcal_mol": 38.7,
  "e_homo_ev": -4.06,
  "lumo_energy_ev": 3.9,
  "orbital_gap_ev": 7.98
}

=====

3.
{
  "formula": "C26H10Br5F10NO6PPdS2",
  "method": "wB97M-V/def2-TZVPD",
  "species": ["Pd", "Br", "Br", "Br", "Br", "Br", "S", "S", "P", "F", "F", "F", "F", "F", "F", "F", "F", "F", "F", "O", "O", "O", "O", "O", "O", "N", "C", "C", "C", "C", "C", "C", "C", "C", "C", "C", "C", "C", "C", "C", "C", "C", "C", "C", "C", "C", "C", "C", "C", "C", "C", "C", "H", "H", "H", "H", "H", "H", "H", "H", "H", "H"],
  "xyz": [[1.28452, -0.34030, 1.13762], [-1.25693, 4.22100, 2.48482], [1.00625, 6.64703, 2.80711], [4.20736, 5.87652, 2.81495], [5.14289, 2.71851, 2.33624], [1.27189, -2.04891, 3.27872], [1.97230, 0.80292, -1.89844], [0.95866, 2.40055, -3.91570], [-0.43741, -1.50915, 0.35349], [-3.13850, -3.85160, 5.16861], [3.85208, -0.42445, -0.59535], [-0.14145, 4.77063, -3.57472], [-0.55065, 3.38527, -1.96456], [-4.50530, -3.56718, 2.83888], [4.40497, 0.07775, -2.62106], [1.39672, 4.31775, -2.12069], [4.35145, 1.61740, -1.10415], [-3.29778, -2.58825, 0.68728], [-0.55937, -3.15672, 5.31007], [0.10476, 1.57041, 2.28964], [1.48260, 3.05711, -5.07325], [-0.19439, 1.55415, -4.03830], [2.75470, 0.98134, 1.96574], [1.44486, -0.50613, -2.19076], [1.44301, 1.44342, -0.71078], [2.15815, 1.76126, -3.11733], [0.58968, 3.87036, 2.46848], [-1.68507, -0.38577, -0.31244], [1.53426, 4.84926, 2.59935], [1.16490, -4.62164, -1.67801], [-2.64420, 0.79936, -2.17004], [-2.53424, -3.34713, 4.09497], [-1.24799, -2.27701, 1.83665], [-3.22644, 1.41722, 0.07938], [-2.57553, -2.68048, 1.80684], [2.92486, 4.51728, 2.58180], [0.94917, 2.48308, 2.31728], [-1.20208, -2.97838, 4.15412], [0.97311, -3.50701, -0.87520], [0.09897, -5.15403, -2.38742], [-3.22655, -3.20106, 2.91233], [0.38577, 3.79939, -2.81743], [3.75802, 0.51474, -1.54394], [-0.28979, -2.93272, -0.76275], [3.33020, 3.21976, 2.39447], [-1.35562, -3.46376, -1.48634], [-1.15841, -4.57106, -2.29651], [-1.79690, -0.18674, -1.68480], [2.38992, 2.16434, 2.20375], [-2.38049, 0.43877, 0.57124], [-0.56535, -2.45127, 3.04587], [-3.36695, 1.59061, -1.29162], [2.15050, -5.06032, -1.76541], [-1.19430, -0.76031, -2.37737], [1.80751, -3.05728, -0.34950], [-3.75379, 2.06372, 0.76908], [-2.23081, 0.34917, 1.64071], [-4.01198, 2.37169, -1.67409], [-1.98694, -4.97527, -2.86416], [0.25038, -6.01510, -3.02628], [-2.69605, 0.97252, -3.23593], [-2.33315, -3.00521, -1.42514]],
  "multiplicity": 3,
  "total_energy_ev": -452727.076,
  "charge": -1,
  "e_above_lowest_kcal_mol": 0.0,
  "e_homo_ev": [-5.17, -6.09],
  "lumo_energy_ev": [1.8, 0.8],
  "s2": 2.02,
  "orbital_gap_ev": [7.01, 6.93]
}